# 1
{
  "formula": "C46H58N6ORbSSb2Se2",
  "method": "ωB97M-V/def2-TZVPD",
  "symbols": ["Rb", "Se", "Se", "C", "C", "C", "C", "C", "N", "C", "C", "C", "C", "C", "N", "H", "H", "H", "H", "H", "H", "H", "H", "C", "Sb", "C", "C", "C", "C", "C", "C", "C", "C", "C", "Sb", "C", "C", "H", "H", "H", "H", "H", "H", "H", "H", "H", "H", "H", "H", "H", "H", "H", "H", "H", "H", "H", "H", "C", "C", "C", "C", "C", "C", "C", "C", "C", "C", "C", "C", "N", "H", "H", "H", "H", "H", "H", "H", "H", "H", "H", "H", "H", "H", "H", "H", "H", "H", "N", "C", "C", "C", "C", "C", "C", "C", "N", "C", "C", "N", "C", "H", "H", "H", "H", "H", "H", "H", "C", "S", "C", "O", "H", "H", "H", "H", "H", "H"],
  "coordinates": [[0.629689, 0.577477, 0.693183], [1.053902, -1.162888, 4.781129], [3.192718, 0.775896, 4.764392], [4.134773, 0.135334, 3.220679], [5.514577, -0.053402, 3.329148], [6.225749, -0.501001, 2.232095], [5.546392, -0.768518, 1.054223], [4.180047, -0.551362, 1.037780], [3.480884, -0.100441, 2.082219], [-0.274520, 0.223463, 4.903287], [-0.755475, 0.599218, 6.156903], [-1.688050, 1.619989, 6.238502], [-2.110108, 2.238049, 5.072714], [-1.587438, 1.783836, 3.872190], [-0.701926, 0.791073, 3.779254], [6.005050, 0.152468, 4.270545], [7.297539, -0.643275, 2.297438], [6.058391, -1.123696, 0.169800], [3.608543, -0.725943, 0.130712], [-0.387449, 0.095662, 7.040288], [-2.072901, 1.932988, 7.201138], [-2.823527, 3.051039, 5.085332], [-1.883275, 2.244853, 2.936067], [-4.242203, 1.654739, -1.570427], [-2.967480, 1.559548, 0.144526], [-2.858491, 3.674962, 0.431757], [-4.645223, 1.307765, 1.546346], [-5.422054, 0.042740, 1.333773], [-6.530289, 0.053246, 0.481744], [-7.273777, -1.087850, 0.224987], [-6.919753, -2.281647, 0.839590], [-5.828935, -2.307016, 1.693295], [-5.059888, -1.170003, 1.952489], [-3.864434, -1.296010, 2.842179], [-1.936091, -1.760157, 1.842262], [-2.069913, -3.789746, 2.587489], [-2.696335, -2.306236, -0.108659], [-4.985639, 2.439329, -1.419944], [-4.742009, 0.696768, -1.717658], [-3.639958, 1.888288, -2.446887], [-3.837287, 4.110759, 0.222651], [-2.095051, 4.082925, -0.233287], [-2.565986, 3.902049, 1.458205], [-5.274616, 2.186391, 1.393588], [-4.220415, 1.362136, 2.549296], [-6.811016, 0.990710, 0.013370], [-8.125568, -1.042479, -0.441710], [-7.489338, -3.185017, 0.659361], [-5.550549, -3.237453, 2.178503], [-3.995878, -2.133406, 3.528307], [-3.687380, -0.399919, 3.438433], [-3.018776, -4.223095, 2.264227], [-2.035903, -3.779068, 3.679412], [-1.242168, -4.390886, 2.214942], [-3.763613, -2.089972, -0.184114], [-2.542036, -3.377857, -0.260106], [-2.161308, -1.747543, -0.878507], [-1.881448, 3.480477, -4.067528], [-0.833001, 3.086686, -3.028317], [-0.027678, 1.878270, -3.521413], [0.080752, 4.210424, -2.603206], [0.301784, 5.308678, -3.418890], [1.199899, 6.327542, -3.096919], [1.890801, 6.208131, -1.883392], [1.717412, 5.148144, -1.021009], [2.523123, 5.009275, 0.249681], [2.842539, 6.334959, 0.939335], [3.806824, 4.210451, 0.002090], [0.799684, 4.050001, -1.332641], [0.690342, 2.990814, -0.555636], [-2.582402, 2.657092, -4.247778], [-1.420973, 3.721232, -5.031339], [-2.451956, 4.355913, -3.745485], [-1.336765, 2.750185, -2.111485], [0.572634, 2.163453, -4.392795], [-0.684531, 1.041199, -3.808867], [0.633542, 1.546181, -2.716501], [-0.247530, 5.388012, -4.355321], [1.343357, 7.180947, -3.749087], [2.595467, 6.993224, -1.611766], [1.902858, 4.404750, 0.918140], [3.542885, 6.939432, 0.352788], [3.304906, 6.162053, 1.917907], [1.935902, 6.926984, 1.086580], [4.450398, 4.738024, -0.709913], [3.555554, 3.234181, -0.420091], [4.375735, 4.050267, 0.928326], [4.576180, -9.375483, -4.388495], [4.153179, -8.580303, -3.676011], [3.618724, -7.575609, -2.775787], [2.566830, -6.764849, -3.182756], [2.066176, -5.795853, -2.331319], [2.606086, -5.643957, -1.059111], [3.654429, -6.458664, -0.648601], [4.163739, -7.415497, -1.508988], [2.100359, -4.658044, -0.188885], [2.787510, -4.014460, 0.830916], [1.921446, -3.104270, 1.344537], [0.714480, -3.166876, 0.677564], [0.848353, -4.096202, -0.218620], [2.151758, -6.882379, -4.174550], [1.271086, -5.144065, -2.667569], [4.059793, -6.358642, 0.348618], [4.979919, -8.050336, -1.192108], [3.817025, -4.227893, 1.058253], [2.081678, -2.392745, 2.141443], [0.078658, -4.426386, -0.900439], [2.669894, -0.733281, -3.669152], [1.670255, -1.749393, -2.594180], [0.348082, -2.059351, -3.751676], [1.098978, -0.820925, -1.572170], [2.976940, -1.313446, -4.541285], [3.543231, -0.420978, -3.097575], [2.076076, 0.140690, -3.947464], [0.726592, -2.625689, -4.604224], [-0.054102, -1.092386, -4.060795], [-0.417694, -2.627524, -3.223490]],
  "forces_ev_per_angstrom": [[0.28, -0.13, 0.72], [-0.36, 0.13, -0.02], [0.18, -0.04, -0.35], [-0.47, 0.30, 0.61], [0.40, -0.15, -0.20], [0.03, 0.09, 0.33], [-0.15, -0.06, -0.24], [0.06, 0.15, 0.06], [-0.06, -0.12, -0.30], [0.56, -0.75, -0.11], [-0.26, 0.28, 0.19], [0.19, -0.24, 0.13], [-0.10, 0.10, -0.25], [0.06, -0.08, 0.23], [-0.05, 0.49, -0.31], [-0.03, -0.01, -0.02], [0.02, -0.01, 0.00], [0.00, 0.00, -0.02], [-0.03, -0.06, -0.04], [0.00, 0.02, -0.04], [-0.01, 0.01, 0.02], [-0.01, 0.01, 0.00], [-0.03, 0.03, -0.04], [-0.03, 0.01, -0.06], [-0.15, -0.15, 0.23], [0.05, 0.06, 0.00], [0.08, -0.10, -0.08], [0.05, 0.02, -0.01], [0.05, 0.03, 0.03], [0.03, -0.01, 0.03], [0.04, 0.06, 0.00], [-0.01, -0.03, -0.03], [0.18, 0.02, 0.09], [-0.10, 0.12, -0.16], [-0.07, -0.37, 0.19], [0.00, 0.07, 0.07], [-0.09, -0.03, -0.05], [-0.01, -0.03, -0.05], [0.02, 0.03, 0.01], [-0.04, 0.01, -0.01], [0.07, 0.04, 0.00], [-0.06, 0.02, 0.02], [-0.02, -0.01, -0.05], [-0.03, -0.03, -0.02], [-0.02, 0.03, -0.03], [0.00, -0.01, 0.00], [-0.01, 0.00, 0.00], [0.00, 0.01, 0.00], [-0.01, 0.02, -0.01], [-0.01, 0.03, 0.01], [0.01, -0.01, -0.03], [0.02, 0.00, -0.01], [0.03, 0.03, -0.08], [0.01, 0.04, -0.02], [0.01, -0.02, -0.04], [0.00, 0.06, 0.01], [0.01, -0.01, 0.02], [-0.07, 0.00, 0.03], [-0.08, -0.15, -0.02], [0.02, -0.04, 0.07], [0.30, -0.23, 0.54], [0.18, 0.26, 0.07], [-0.08, -0.33, 0.27], [-0.14, 0.15, -0.26], [-0.28, -0.51, 0.03], [0.04, -0.04, 0.14], [-0.01, 0.03, 0.04], [0.06, -0.10, 0.01], [0.33, 0.76, -0.86], [-0.24, 0.52, -0.49], [0.08, 0.07, 0.03], [0.01, -0.03, 0.08], [0.01, -0.06, -0.01], [-0.16, 0.01, -0.05], [-0.01, -0.02, 0.02], [0.07, 0.17, 0.10], [0.00, -0.04, -0.14], [0.04, -0.05, 0.13], [0.00, -0.06, 0.04], [-0.08, -0.11, 0.01], [0.02, 0.08, 0.17], [-0.04, -0.06, 0.03], [-0.05, -0.02, -0.11], [0.04, -0.01, 0.01], [-0.03, -0.01, 0.03], [0.06, 0.02, 0.00], [-0.13, 0.02, -0.12], [0.03, -0.07, -0.06], [-0.21, 0.38, 0.35], [0.21, -0.37, -0.38], [-0.15, 0.14, -0.03], [-0.01, -0.07, -0.19], [-0.12, 0.23, 0.23], [0.11, -0.16, -0.04], [0.05, 0.04, 0.22], [0.03, -0.14, -0.12], [-0.06, 0.02, -0.12], [-0.09, 0.14, 0.05], [-0.07, -0.05, 0.12], [0.15, -0.01, -0.10], [-0.01, 0.00, 0.01], [0.03, -0.01, 0.02], [-0.01, 0.00, -0.02], [0.00, 0.01, 0.01], [-0.03, 0.02, -0.01], [-0.03, -0.02, 0.02], [0.04, -0.02, 0.03], [0.02, 0.16, -0.11], [-0.01, 0.05, 0.49], [-0.16, 0.07, -0.14], [0.21, -0.32, -0.30], [0.00, 0.05, 0.04], [-0.03, -0.01, -0.03], [0.10, -0.07, -0.03], [-0.03, 0.01, 0.02], [-0.02, -0.10, -0.03], [0.02, 0.01, -0.02]],
  "e_lumo_ev": [1.2, 1.2],
  "relative_energy_ev": 0.000,
  "gap_ev": [4.812, 4.455],
  "charge": -1
}

=====

# 2
{
  "formula": "C46H59IIrN8OTe",
  "method": "ωB97M-V/def2-TZVPD",
  "symbols": ["Ir", "C", "N", "C", "C", "N", "C", "C", "C", "C", "C", "C", "N", "C", "N", "C", "C", "N", "C", "C", "N", "C", "C", "H", "H", "H", "H", "H", "H", "H", "H", "H", "H", "H", "H", "H", "H", "H", "H", "H", "H", "H", "H", "H", "H", "H", "H", "H", "H", "H", "H", "C", "C", "C", "C", "C", "C", "Te", "N", "C", "O", "C", "C", "C", "C", "C", "C", "C", "C", "C", "C", "C", "C", "C", "C", "C", "C", "C", "C", "H", "H", "H", "H", "H", "H", "H", "H", "H", "H", "H", "H", "H", "H", "H", "H", "H", "H", "H", "H", "H", "H", "H", "H", "H", "H", "H", "I", "C", "C", "C", "C", "C", "N", "H", "H", "H", "H"],
  "coordinates": [[0.709480, 1.384410, 0.993194], [-1.806857, 3.425729, 1.763626], [-1.877011, 3.593101, 0.326801], [-3.044975, 2.946767, -0.270632], [-0.735022, 3.731847, -0.421833], [0.429195, 3.368578, 0.086454], [1.664892, 3.867007, -0.421384], [1.822915, 5.167979, -0.894030], [2.973892, 5.544987, -1.566831], [3.966224, 4.601038, -1.797221], [3.869206, 3.350656, -1.208365], [2.773804, 3.016690, -0.415743], [2.722929, 1.855445, 0.396573], [3.820512, 1.344680, 0.938918], [4.964141, 2.059184, 1.129774], [4.996879, 3.489949, 1.401071], [6.275117, 1.461051, 0.899999], [3.842332, 0.064400, 1.367992], [2.898504, -0.936919, 0.890823], [4.632355, -0.341930, 2.531548], [-0.919456, 4.275459, -1.646079], [-0.120011, 3.928982, -2.816144], [-1.970468, 5.251942, -1.923697], [-2.788617, 3.652558, 2.181951], [-1.072252, 4.100615, 2.198685], [-1.564820, 2.396133, 2.051328], [-3.959126, 3.458758, 0.030459], [-3.101585, 1.903725, 0.065000], [-2.976210, 2.950410, -1.353783], [1.014105, 5.876381, -0.755171], [3.078161, 6.555713, -1.939338], [4.831210, 4.849812, -2.398731], [4.660621, 2.621615, -1.340844], [3.995410, 3.882495, 1.550303], [5.454456, 4.041804, 0.578392], [5.589703, 3.660841, 2.304500], [6.168733, 0.442029, 0.538687], [6.882333, 1.459782, 1.807923], [6.801443, 2.044025, 0.140773], [2.709462, -0.811617, -0.171799], [1.943984, -0.890219, 1.434578], [3.326233, -1.921903, 1.074280], [5.046126, 0.524457, 3.037560], [5.441460, -1.016310, 2.249053], [3.977140, -0.864276, 3.231484], [0.555778, 3.109865, -2.599531], [0.461140, 4.783062, -3.164097], [-0.798836, 3.616155, -3.612170], [-2.513020, 5.504816, -1.019976], [-2.668466, 4.868803, -2.671561], [-1.511056, 6.157724, -2.324614], [-6.949398, -5.235968, 0.071733], [-5.708659, -4.390276, 0.028167], [-5.530961, -3.329274, 0.911223], [-4.399586, -2.528767, 0.875764], [-4.282329, -1.393994, 1.871121], [-3.396306, -2.842438, -0.063158], [-1.640753, -1.702785, 0.080825], [0.157620, 0.352252, -0.628494], [0.777639, 0.372155, -1.868707], [1.951675, 0.084958, -2.011432], [-0.092452, 0.708904, -3.043149], [-1.480387, 0.751310, -2.946436], [-2.254680, 1.040320, -4.062837], [-1.637681, 1.302510, -5.279302], [-0.249878, 1.270235, -5.378741], [0.520718, 0.966595, -4.266696], [-0.240381, -3.277679, 0.045702], [0.595685, -3.502271, -1.048874], [0.546371, -2.733127, -2.343120], [1.520316, -4.542752, -0.951429], [1.615194, -5.347091, 0.171068], [2.612711, -6.471004, 0.247350], [0.745989, -5.102294, 1.235441], [-0.188976, -4.081818, 1.202872], [-1.123052, -3.915005, 2.379212], [-3.567814, -3.875160, -1.005367], [-2.566858, -4.185452, -2.089160], [-4.722073, -4.636695, -0.924870], [-7.595770, -4.958675, 0.901882], [-6.693061, -6.291583, 0.171051], [-7.517132, -5.128376, -0.854169], [-6.301245, -3.116421, 1.644868], [-5.244031, -1.209245, 2.345403], [-3.965876, -0.459499, 1.400842], [-3.564283, -1.631601, 2.662589], [-1.963595, 0.556435, -1.996127], [-3.335409, 1.055056, -3.987526], [-2.238280, 1.529060, -6.151021], [0.229237, 1.474789, -6.327567], [1.600644, 0.920930, -4.327805], [-0.232096, -1.969491, -2.355583], [0.348992, -3.412261, -3.174564], [1.495382, -2.235583, -2.536445], [2.175644, -4.728144, -1.796958], [3.256695, -6.493741, -0.629732], [2.101633, -7.432747, 0.318166], [3.240694, -6.373409, 1.133987], [0.796803, -5.733612, 2.117067], [-0.779468, -4.507061, 3.225198], [-2.135415, -4.243446, 2.128544], [-1.186705, -2.875691, 2.710587], [-2.060970, -3.288946, -2.444749], [-3.064864, -4.640982, -2.943351], [-1.807263, -4.885862, -1.734080], [-4.866739, -5.440890, -1.639419], [2.220952, 3.051836, 3.850113], [0.759305, 1.620600, 4.180840], [0.283526, 1.438896, 5.470226], [-0.724847, 0.515487, 5.683369], [-1.222892, -0.199891, 4.606037], [-0.692791, 0.037991, 3.359948], [0.289905, 0.930093, 3.131372], [0.693061, 2.021017, 6.282983], [-1.120584, 0.364654, 6.679474], [-2.012685, -0.928189, 4.728456], [-1.050278, -0.495199, 2.489241]],
  "forces_ev_per_angstrom": [[-0.20, -0.27, -0.63], [-0.05, 0.12, 0.07], [0.14, -0.35, -0.04], [0.08, 0.12, 0.00], [-0.34, 0.36, -0.01], [0.41, -0.12, 0.29], [-0.42, 0.10, 0.04], [-0.12, 0.05, -0.09], [-0.03, -0.02, 0.02], [0.00, -0.04, 0.00], [0.06, -0.02, -0.18], [0.18, -0.22, 0.07], [-0.29, -0.03, -0.17], [0.34, 0.10, 0.00], [0.00, 0.00, 0.06], [0.08, -0.06, 0.15], [-0.03, 0.03, 0.04], [-0.05, -0.13, 0.14], [0.10, 0.02, -0.02], [-0.15, 0.06, -0.06], [-0.01, -0.08, -0.16], [0.03, 0.11, 0.14], [0.09, -0.10, -0.02], [0.04, 0.09, -0.02], [0.04, -0.04, -0.04], [0.01, -0.04, -0.03], [0.00, 0.00, 0.00], [0.00, 0.01, 0.03], [0.02, 0.01, -0.01], [0.02, -0.02, -0.07], [-0.02, -0.03, 0.00], [-0.02, -0.02, 0.02], [-0.02, 0.08, 0.02], [0.01, -0.02, 0.00], [0.02, -0.04, 0.03], [-0.03, -0.03, -0.02], [0.00, 0.03, -0.01], [-0.02, 0.00, -0.01], [0.00, 0.02, -0.01], [-0.05, 0.07, 0.01], [0.00, -0.02, 0.03], [0.06, -0.01, -0.04], [0.01, 0.03, -0.02], [0.01, -0.01, 0.00], [0.00, -0.01, -0.01], [0.02, 0.09, 0.07], [0.02, 0.05, 0.01], [0.01, -0.03, 0.01], [0.01, 0.00, 0.05], [-0.01, -0.01, 0.02], [0.02, -0.01, -0.02], [0.06, 0.03, -0.01], [-0.07, -0.05, 0.00], [-0.03, 0.05, 0.04], [-0.04, 0.02, 0.04], [0.06, -0.11, -0.09], [0.14, 0.13, -0.06], [-0.26, -0.38, -0.08], [0.51, 0.18, 0.04], [-0.68, 0.32, 0.50], [0.36, -0.04, -0.08], [-0.03, -0.14, -0.01], [-0.05, 0.05, 0.00], [0.05, 0.02, 0.03], [0.04, 0.02, 0.00], [-0.01, -0.01, 0.02], [-0.04, -0.11, -0.03], [0.04, -0.02, 0.01], [-0.01, 0.08, -0.01], [0.00, -0.08, 0.11], [0.03, 0.01, -0.05], [0.04, -0.05, 0.02], [-0.06, 0.04, 0.00], [0.02, -0.03, 0.02], [-0.02, 0.02, -0.02], [0.01, -0.01, -0.17], [0.06, -0.08, 0.00], [-0.06, 0.01, 0.13], [0.00, 0.01, -0.03], [0.01, 0.00, -0.01], [0.01, 0.01, 0.00], [0.01, 0.01, 0.01], [0.02, -0.01, -0.04], [0.00, -0.01, 0.00], [-0.02, 0.00, -0.01], [-0.02, 0.00, -0.02], [0.03, 0.01, 0.03], [0.03, 0.00, 0.00], [0.02, -0.01, 0.01], [-0.01, -0.01, 0.02], [-0.01, 0.01, 0.00], [-0.02, 0.01, 0.00], [-0.01, -0.01, 0.02], [0.01, -0.01, 0.01], [-0.02, 0.00, 0.04], [-0.01, 0.01, 0.01], [0.00, 0.02, 0.00], [-0.01, 0.00, -0.01], [0.01, 0.03, -0.03], [0.01, 0.00, -0.01], [0.02, 0.01, 0.00], [0.02, 0.05, 0.04], [-0.01, 0.01, -0.01], [-0.02, -0.01, 0.02], [-0.01, 0.03, 0.00], [-0.01, 0.04, 0.03], [0.01, 0.00, -0.08], [-0.03, -0.04, -0.08], [-0.04, -0.07, 0.02], [0.03, 0.06, 0.13], [-0.04, -0.05, 0.01], [0.16, -0.04, -0.02], [-0.10, 0.28, 0.00], [0.00, -0.01, -0.01], [0.02, 0.00, -0.01], [0.02, 0.01, -0.01], [-0.01, 0.03, 0.01]],
  "e_lumo_ev": [-4.8, -7.5],
  "relative_energy_ev": 0.000,
  "gap_ev": [7.259, 4.709],
  "charge": 2,
  "s2": 8.774,
  "spin_multiplicity": 6
}